The following is a DFT calculation (ωB97M-V/def2-TZVPD) of the molecule C5H5NO2 at a distorted geometry.

E_LUMO	-0.167	eV
SMILES string	O=C1C=CN/C1=C/O
ΔE to the lowest compared entry with this formula, charge and spin	2.7575	eV

Each line ends with the natural charge from an NBO analysis.
Positions of all 13 atoms, in Å:
O1 1.133 1.741 -0.090  -0.638
C1 0.145 0.972 0.092  0.463
C2 -1.256 1.160 0.106  -0.401
C3 -1.854 -0.061 -0.029  0.064
N1 -0.963 -1.071 -0.157  -0.552
C4 0.305 -0.550 -0.054  -0.091
C5 1.668 -0.985 0.078  0.254
O2 2.715 -0.020 -0.042  -0.679
H1 -1.892 2.121 -0.057  0.243
H2 -2.945 -0.297 -0.255  0.223
H3 -1.393 -1.985 0.446  0.411
H4 2.024 -1.990 0.033  0.188
H5 2.314 0.964 -0.071  0.515


The following is a DFT calculation (ωB97M-V/def2-TZVPD) of a cluster of 3 separate species, C5H5NO2 in total at a distorted geometry.

E_LUMO	0.506	eV
ΔE to the lowest compared entry with this formula, charge and spin	5.4066	eV

Each line ends with the natural charge from an NBO analysis.
Positions of all 13 atoms, in Å:
C1 -0.380 2.233 -0.674  -0.334
C2 2.791 -2.623 0.714  -0.226
C3 2.169 -2.657 -0.294  -0.216
C4 -4.113 0.228 0.517  1.021
C5 1.624 1.015 -0.094  0.006
N1 0.502 1.364 -0.289  -0.271
O1 -4.631 -0.559 1.189  -0.518
O2 -3.573 1.027 -0.102  -0.505
H1 -0.868 3.019 -0.023  0.209
H2 3.289 -2.748 1.611  0.226
H3 -0.738 1.963 -1.637  0.190
H4 1.776 -2.458 -1.200  0.218
H5 2.154 0.196 0.281  0.199


The following is a DFT calculation (ωB97M-V/def2-TZVPD) of the molecule C5H5NO2 at a distorted geometry.

E_LUMO	0.281	eV
SMILES string	C=C1OC(=O)[C@H]2N[C@@H]12
ΔE to the lowest compared entry with this formula, charge and spin	4.9050	eV

Each line ends with the natural charge from an NBO analysis.
Positions of all 13 atoms, in Å:
C1 2.038 -0.925 0.147  -0.466
C2 0.738 -0.341 -0.241  0.295
O1 -0.375 -1.235 -0.336  -0.479
C3 -1.567 -0.670 -0.189  0.750
O2 -2.593 -1.285 0.209  -0.536
C4 -1.392 0.756 -0.314  -0.149
N1 -0.667 1.373 0.619  -0.502
C5 0.114 0.888 -0.476  -0.193
H1 3.193 -0.443 0.309  0.238
H2 2.085 -1.847 0.667  0.218
H3 -1.913 1.434 -0.887  0.230
H4 -0.517 0.717 1.449  0.357
H5 0.858 1.578 -0.958  0.237


The following is a DFT calculation (ωB97M-V/def2-TZVPD) of the molecule C5H5NO2 at a distorted geometry.

E_LUMO	0.733	eV
SMILES string	C[C@@H]1Oc2nocc21
ΔE to the lowest compared entry with this formula, charge and spin	4.9658	eV

Each line ends with the natural charge from an NBO analysis.
Positions of all 13 atoms, in Å:
C1 2.621 0.489 -0.470  -0.624
C2 1.400 0.275 0.458  0.135
O1 0.975 -1.189 0.222  -0.492
C3 -0.353 -0.708 -0.009  0.413
N1 -1.553 -1.057 -0.223  -0.155
O2 -2.257 0.187 -0.171  -0.295
C4 -1.386 1.231 0.103  0.134
C5 -0.117 0.608 0.198  -0.236
H1 3.041 1.467 -0.337  0.223
H2 3.255 -0.295 -0.280  0.229
H3 2.145 0.263 -1.481  0.225
H4 1.598 0.348 1.542  0.202
H5 -1.906 2.264 0.036  0.242


The following is a DFT calculation (ωB97M-V/def2-TZVPD) of the molecule C5H5NOS at a distorted geometry.

E_LUMO	-0.844	eV
SMILES string	N#C[C@@H]1C(=S)C[C@H]1O
ΔE to the lowest compared entry with this formula, charge and spin	4.5181	eV

Each line ends with the natural charge from an NBO analysis.
Positions of all 13 atoms, in Å:
N1 -0.234 3.196 -0.220  -0.300
C1 -0.040 2.043 0.033  0.278
C2 0.207 0.657 0.629  -0.420
C3 1.474 -0.232 0.356  -0.104
S1 2.922 0.267 0.007  0.176
C4 0.615 -1.408 -0.282  -0.483
C5 -0.550 -0.384 -0.226  0.115
O1 -1.855 -0.803 0.238  -0.706
H1 -0.057 0.608 1.728  0.281
H2 0.040 -2.109 0.522  0.259
H3 0.934 -1.761 -1.215  0.246
H4 -0.889 0.069 -1.110  0.181
H5 -2.567 -0.142 -0.461  0.478


The following is a DFT calculation (ωB97M-V/def2-TZVPD) of a cluster of 2 separate species, C5H5NOS in total at a distorted geometry.

E_LUMO	-0.073	eV
SMILES string	C=C=NC=O.C=C=S
ΔE to the lowest compared entry with this formula, charge and spin	4.2880	eV

Each line ends with the natural charge from an NBO analysis.
Positions of all 13 atoms, in Å:
C1 -0.249 2.393 0.718  -0.647
C2 0.580 1.451 0.436  0.523
N1 1.461 0.715 0.095  -0.485
C3 2.048 -0.367 -0.439  0.529
O1 2.390 -1.372 0.089  -0.531
H1 -0.588 3.066 0.043  0.245
H2 -0.912 2.111 1.572  0.261
H3 2.241 -0.240 -1.584  0.116
C4 -1.095 -2.067 -0.079  -0.613
C5 -1.774 -0.979 -0.034  -0.080
S1 -2.411 0.392 -0.181  0.173
H4 -1.566 -3.028 -0.048  0.251
H5 -0.126 -2.076 -0.588  0.259


The following is a DFT calculation (ωB97M-V/def2-TZVPD) of a structure of composition C5H5NS at a distorted geometry.

E_LUMO	-1.025	eV
ΔE to the lowest compared entry with this formula, charge and spin	6.2238	eV

Each line ends with the natural charge from an NBO analysis.
Positions of all 12 atoms, in Å:
C1 1.894 0.690 -0.571  -0.583
C2 1.335 -0.162 -1.519  -0.246
C3 1.231 1.114 0.539  0.130
C4 -0.561 0.213 0.199  -0.230
C5 -1.252 -0.600 1.241  -0.270
N1 -2.184 0.005 0.323  -0.576
S1 -0.232 -0.687 -1.293  0.524
H1 2.920 1.015 -0.688  0.248
H2 1.874 -0.526 -2.379  0.238
H3 -1.202 -1.685 1.196  0.189
H4 -1.185 -0.210 2.252  0.209
H5 -2.637 0.833 0.699  0.366


The following is a DFT calculation (ωB97M-V/def2-TZVPD) of a structure of composition C5H5OSc at a distorted geometry.

net charge	+3
E_LUMO (alpha / beta)	-15.487 / -15.483	eV
multiplicity	2
ΔE to the lowest compared entry with this formula, charge and spin	0.8558	eV

Each line ends with the Mulliken spin population.
Positions of all 12 atoms, in Å:
C1 -0.881 2.178 0.234  -0.008
C2 -1.431 1.652 -0.873  -0.012
H1 -1.475 2.359 1.133  0.000
H2 0.173 2.461 0.264  0.000
H3 -0.842 1.489 -1.778  0.000
H4 -2.491 1.392 -0.913  0.000
C3 -0.528 -0.895 0.693  0.024
C4 0.605 -1.270 0.367  0.013
H5 -1.489 -0.863 1.186  0.000
C5 1.716 -1.885 -0.096  0.009
O1 2.442 -2.820 0.124  -0.003
Sc1 4.203 -3.799 -0.342  0.978


The following is a DFT calculation (ωB97M-V/def2-TZVPD) of the molecule C5H6 at a distorted geometry.

E_LUMO	-0.158	eV
ΔE to the lowest compared entry with this formula, charge and spin	4.5726	eV

Each line ends with the natural charge from an NBO analysis.
Positions of all 11 atoms, in Å:
C1 0.673 0.789 -0.884  -0.474
C2 1.495 1.717 -1.157  0.192
C3 -0.137 -0.475 -1.286  -0.369
C4 -0.531 0.269 0.016  -0.111
C5 -0.025 -0.217 1.384  -0.606
H1 -0.803 -0.641 -2.227  0.257
H2 0.459 -1.398 -0.959  0.229
H3 -1.430 0.799 0.001  0.225
H4 -0.836 -0.754 1.878  0.216
H5 0.249 0.592 1.918  0.221
H6 0.886 -0.683 1.317  0.220


The following is a DFT calculation (ωB97M-V/def2-TZVPD) of the molecule C5H6 at a distorted geometry.

E_LUMO	0.245	eV
SMILES string	C#CC1CC1
ΔE to the lowest compared entry with this formula, charge and spin	5.0253	eV

Each line ends with the natural charge from an NBO analysis.
Positions of all 11 atoms, in Å:
C1 1.894 0.074 0.188  -0.063
C2 1.414 0.155 -0.951  -0.115
C3 0.050 0.391 -0.705  -0.230
C4 -0.962 -0.643 -0.414  -0.420
C5 -0.679 0.088 0.829  -0.486
H1 2.736 0.291 0.781  0.222
H2 -0.268 1.334 -1.148  0.228
H3 -1.923 -0.477 -0.895  0.213
H4 -0.660 -1.686 -0.441  0.222
H5 -1.316 0.930 1.080  0.210
H6 -0.286 -0.457 1.677  0.218


The following is a DFT calculation (ωB97M-V/def2-TZVPD) of a structure of composition C5H6BrIN2O at a distorted geometry.

E_LUMO	0.187	eV
ΔE to the lowest compared entry with this formula, charge and spin	1.1354	eV

Each line ends with the natural charge from an NBO analysis.
Positions of all 16 atoms, in Å:
C1 0.918 0.271 0.014  0.600
C2 -2.511 -0.420 0.215  0.003
C3 -1.409 -2.369 -0.278  -0.033
C4 -0.193 -1.754 -0.155  -0.075
C5 1.932 2.247 0.319  -0.261
N1 -0.089 -0.434 -0.026  -0.514
N2 -2.419 -1.485 -0.462  -0.469
O1 0.849 1.488 0.444  -0.455
Br1 2.690 -0.398 -0.659  -0.100
I1 -3.556 1.091 -0.737  0.105
H1 -2.094 0.000 1.127  0.206
H2 -1.516 -3.467 -0.542  0.225
H3 0.696 -2.223 -0.257  0.191
H4 2.732 1.944 1.059  0.185
H5 1.688 3.195 0.656  0.199
H6 2.284 2.313 -0.718  0.194


The following is a DFT calculation (ωB97M-V/def2-TZVPD) of a cluster of 2 separate species, C5H6BrN2O4 in total at a distorted geometry.

net charge	-1
E_LUMO	3.077	eV
ΔE to the lowest compared entry with this formula, charge and spin	0.0000	eV

Each line ends with the natural charge from an NBO analysis.
Positions of all 18 atoms, in Å:
C1 1.643 2.498 -1.169  0.829
C2 0.891 -0.720 0.901  0.740
C3 -1.026 0.058 -0.573  -0.521
C4 -0.515 -1.035 0.373  0.001
C5 -1.035 1.462 -0.121  0.217
N1 -0.581 1.980 0.915  -0.650
N2 2.050 1.390 -0.967  -0.782
O1 1.055 -0.331 2.039  -0.753
O2 1.241 3.558 -1.427  -0.582
O3 1.830 -0.843 0.150  -0.755
O4 -1.379 -1.215 1.528  -0.768
Br1 -1.948 2.594 -1.273  0.008
H1 -0.480 0.003 -1.577  0.249
H2 -2.034 -0.271 -0.765  0.234
H3 -0.458 -1.892 -0.272  0.179
H4 -0.042 1.399 1.630  0.414
H5 -0.978 -1.259 2.394  0.501
H6 1.841 0.512 -0.508  0.439


The following is a DFT calculation (ωB97M-V/def2-TZVPD) of the molecule C5H6BrNS at a distorted geometry.

E_LUMO	0.539	eV
SMILES string	C[C@@H](Br)c1nccs1
ΔE to the lowest compared entry with this formula, charge and spin	0.4996	eV

Each line ends with the natural charge from an NBO analysis.
Positions of all 14 atoms, in Å:
C1 -1.042 -1.903 -0.325  -0.629
C2 -1.134 -0.460 -0.618  -0.303
Br1 -2.845 0.194 0.005  0.001
C3 0.045 0.361 -0.070  0.089
N1 0.180 0.793 1.139  -0.426
C4 1.318 1.543 1.308  -0.065
C5 2.098 1.569 0.234  -0.379
S1 1.356 0.810 -1.212  0.324
H1 -1.099 -2.028 0.793  0.232
H2 -0.095 -2.302 -0.786  0.222
H3 -1.877 -2.410 -0.911  0.225
H4 -1.467 -0.429 -1.689  0.254
H5 1.620 2.062 2.176  0.220
H6 2.940 2.199 -0.044  0.234


The following is a DFT calculation (ωB97M-V/def2-TZVPD) of a cluster of 2 separate species, C5H6BrP in total at a distorted geometry.

E_LUMO	0.481	eV
ΔE to the lowest compared entry with this formula, charge and spin	2.1771	eV

Each line ends with the natural charge from an NBO analysis.
Positions of all 13 atoms, in Å:
C1 -1.921 -0.022 0.245  -0.219
C2 -0.703 0.770 0.034  -0.329
C3 -1.779 -1.370 0.251  -0.488
C4 0.343 -0.047 -0.040  -0.255
C5 2.186 1.079 -0.546  -0.429
P1 -0.089 -1.726 -0.321  0.603
Br1 3.614 0.256 0.335  0.083
H1 -2.744 0.494 0.670  0.209
H2 -0.658 1.794 -0.202  0.218
H3 -2.489 -2.148 0.503  0.235
H4 1.769 1.959 -0.164  0.193
H5 2.140 1.142 -1.595  0.203
H6 0.331 -2.180 0.830  -0.025


The following is a DFT calculation (ωB97M-V/def2-TZVPD) of the molecule C5H6Cl2 at a distorted geometry.

E_LUMO	0.730	eV
SMILES string	C=C[C@@H]1[C@H](Cl)[C@@H]1Cl
ΔE to the lowest compared entry with this formula, charge and spin	1.5014	eV

Each line ends with the natural charge from an NBO analysis.
Positions of all 13 atoms, in Å:
C1 2.128 -0.336 -0.811  -0.413
C2 0.829 0.006 -0.696  -0.185
C3 0.048 -0.121 0.521  -0.284
C4 -1.363 -0.612 0.429  -0.279
Cl1 -2.365 -1.172 -0.788  0.049
C5 -1.072 0.782 0.627  -0.216
Cl2 -1.527 1.935 -0.621  0.003
H1 2.642 -0.715 0.144  0.199
H2 2.639 -0.019 -1.712  0.214
H3 0.242 0.646 -1.544  0.227
H4 0.564 -0.512 1.456  0.238
H5 -1.619 -1.020 1.336  0.217
H6 -1.147 1.137 1.657  0.229


The following is a DFT calculation (ωB97M-V/def2-TZVPD) of the molecule C5H6Cl2N4O2 at a distorted geometry.

E_LUMO	-0.874	eV
SMILES string	N[C@]1(Cl)N=C(Cl)C=C[C@@]1(N)[N+](=O)[O-]
ΔE to the lowest compared entry with this formula, charge and spin	0.6858	eV

Each line ends with the natural charge from an NBO analysis.
Positions of all 19 atoms, in Å:
N1 -0.416 -0.412 2.047  -0.843
C1 0.240 -0.574 0.830  0.366
Cl1 0.051 -2.387 0.150  -0.202
N2 1.602 -0.364 0.990  -0.446
C2 2.226 0.080 -0.023  0.274
Cl2 3.963 0.286 -0.065  0.023
C3 1.637 0.320 -1.327  -0.272
C4 0.303 0.244 -1.467  -0.137
C5 -0.624 0.274 -0.281  0.135
N3 -1.075 1.567 0.154  -0.828
N4 -1.949 -0.552 -0.597  0.557
O1 -2.250 -0.853 -1.717  -0.340
O2 -2.509 -0.882 0.409  -0.384
H1 -1.461 -0.247 1.840  0.407
H2 -0.152 -0.932 2.856  0.407
H3 2.406 0.271 -2.167  0.256
H4 -0.140 0.246 -2.403  0.241
H5 -0.544 2.198 -0.320  0.385
H6 -1.309 1.718 1.090  0.402


The following is a DFT calculation (ωB97M-V/def2-TZVPD) of a cluster of 4 separate species, C5H6ClF in total at a distorted geometry.

E_LUMO	-0.421	eV
ΔE to the lowest compared entry with this formula, charge and spin	8.3845	eV

Each line ends with the natural charge from an NBO analysis.
Positions of all 13 atoms, in Å:
C1 1.187 -0.109 -0.745  -0.580
C2 0.065 0.570 0.045  -0.268
C3 0.102 1.821 0.480  -0.178
C4 -1.019 -0.437 0.339  0.394
C5 -1.118 -1.829 0.313  -0.425
H1 0.647 -1.643 -1.067  0.222
H2 1.457 0.688 -2.012  0.273
H3 2.394 0.086 0.465  0.233
H4 -0.626 2.438 1.163  0.265
H5 -0.202 -2.291 -0.410  0.182
H6 -2.138 -2.185 0.511  0.249
F1 -2.085 0.110 1.176  -0.384
Cl1 1.337 2.781 -0.259  0.016


The following is a DFT calculation (ωB97M-V/def2-TZVPD) of the ion C5H6ClN2S with charge +1 at a distorted geometry.

net charge	+1
E_LUMO (alpha / beta)	-6.036 / -6.240	eV
ΔE to the lowest compared entry with this formula, charge and spin	3.3871	eV

Each line ends with the natural charge from an NBO analysis.
Positions of all 15 atoms, in Å:
C1 1.121 -0.542 0.164  -0.135
C2 1.292 0.579 0.931  -0.038
C3 0.018 -0.996 -0.631  0.071
C4 -1.437 0.899 -0.307  0.251
C5 0.031 -2.228 -1.177  -0.267
N1 0.337 1.354 1.428  -0.487
N2 -1.099 -0.179 -0.931  -0.552
S1 0.500 2.862 1.898  0.523
Cl1 -2.785 1.759 -0.740  0.155
H1 1.994 -1.169 0.077  0.246
H2 2.315 0.797 1.228  0.226
H3 -0.789 -2.604 -1.765  0.217
H4 0.852 -2.902 -1.011  0.234
H5 -1.659 -0.547 -1.708  0.419
H6 -0.692 2.916 2.544  0.135


| no. | DFT total energy (Eh) |
| --- | --- |
| 1 | -398.67714 |
| 2 | -398.57978 |
| 3 | -398.59822 |
| 4 | -398.59599 |
| 5 | -721.55360 |
| 6 | -721.56206 |
| 7 | -646.22410 |
| 8 | -1027.99375 |
| 9 | -193.91245 |
| 10 | -193.89581 |
| 11 | -3250.46573 |
| 12 | -3178.69496 |
| 13 | -3221.05015 |
| 14 | -3109.32499 |
| 15 | -1114.40652 |
| 16 | -1483.88026 |
| 17 | -753.83340 |
| 18 | -1161.59060 |